Entry from the OMol25 dataset: C4H6O3Sn as an isolated structure (the ωB97M-V functional and the def2-TZVPD basis).

Its max |F| is 7.6 eV Å⁻¹. Its energy above the lowest of the compared OMol25 structures with the same formula, charge and spin is 0.3915 eV. The HOMO-LUMO gap comes out at 8.536 eV. Its total energy is -595.23448 Eh.

Structure (ORCA input):
```
! wB97M-V def2-TZVPD RIJCOSX def2/J DEFGRID3
* xyz 2 1
C -2.6194 1.1768 0.2018
C -1.7734 1.3539 1.0499
H -3.3788 0.8760 -0.5029
H -0.9481 1.6556 1.6770
H -1.3999 -0.1702 -0.0013
Sn -0.5772 -2.9753 -1.1419
O 0.9937 -1.9237 -0.8247
C 0.3389 -0.8968 -0.6075
O -0.9559 -1.0955 -0.4260
O 0.7406 0.2231 -0.1256
C 2.1547 0.4032 0.1265
H 2.2443 1.4240 0.5016
H 2.4749 -0.3201 0.8823
H 2.7056 0.2690 -0.8091
*
```

These are the Löwdin partial charges, in e, on atoms 1 to 5: C 0.092; C 0.090; H 0.091; H 0.090; H 0.146